Record 1
{
  "formula": "C22H49N6",
  "method": "wB97M-V/def2-TZVPD",
  "spin_multiplicity": 1,
  "homo_lumo_gap_ev": 6.2,
  "charge": 1,
  "total_energy_ha": -1195.82401,
  "elements": ["C", "C", "C", "N", "C", "C", "N", "C", "N", "N", "C", "C", "C", "C", "H", "H", "H", "H", "H", "H", "H", "H", "H", "H", "H", "H", "H", "H", "H", "H", "H", "H", "H", "C", "C", "N", "C", "C", "C", "C", "H", "H", "H", "H", "H", "H", "H", "H", "H", "H", "H", "H", "H", "H", "H", "C", "C", "N", "C", "C", "C", "C", "H", "H", "H", "H", "H", "H", "H", "H", "H", "H", "H", "H", "H", "H", "H"],
  "xyz": [[1.152, 0.928, 6.282], [0.647, 1.751, 5.583], [0.173, 2.532, 4.447], [-0.879, 1.821, 3.701], [-0.452, 0.999, 2.558], [0.699, 0.051, 2.857], [1.929, 0.321, 2.801], [-2.133, 1.951, 4.025], [-2.502, 2.750, 5.086], [-3.102, 1.226, 3.316], [-3.647, 0.092, 4.150], [-2.538, -0.886, 4.526], [-4.738, -0.600, 3.321], [-4.265, -0.962, 1.901], [1.548, 0.212, 6.965], [-0.193, 3.491, 4.803], [0.980, 2.763, 3.760], [-1.262, 0.414, 2.149], [-0.130, 1.689, 1.776], [0.416, -0.967, 3.110], [2.083, 1.290, 2.513], [-2.144, 3.698, 4.983], [-3.512, 2.837, 5.107], [-3.861, 1.875, 3.127], [-4.099, 0.491, 5.060], [-1.826, -1.024, 3.721], [-2.028, -0.617, 5.448], [-2.988, -1.857, 4.700], [-4.987, -1.525, 3.830], [-5.640, 0.006, 3.299], [-3.186, -1.003, 1.808], [-4.650, -1.932, 1.602], [-4.666, -0.248, 1.188], [-0.718, 0.845, -4.948], [-1.425, 1.211, -3.652], [-0.637, 0.905, -2.471], [-1.388, 0.980, -1.239], [-1.935, 2.348, -0.802], [0.695, 1.486, -2.434], [0.821, 3.013, -2.525], [-0.419, -0.204, -4.946], [-1.393, 1.003, -5.790], [0.166, 1.458, -5.123], [-2.348, 0.629, -3.595], [-1.727, 2.269, -3.698], [-0.768, 0.571, -0.432], [-2.234, 0.290, -1.325], [-1.148, 2.995, -0.415], [-2.666, 2.213, 0.002], [-2.440, 2.868, -1.615], [1.276, 1.049, -3.250], [1.200, 1.137, -1.527], [0.173, 3.434, -3.294], [1.847, 3.280, -2.784], [0.593, 3.505, -1.580], [1.091, -2.291, -2.131], [2.404, -3.059, -2.111], [2.975, -3.228, -3.431], [4.074, -4.177, -3.469], [5.354, -3.835, -2.696], [3.163, -2.004, -4.191], [4.041, -0.903, -3.580], [0.370, -2.760, -2.801], [0.659, -2.273, -1.128], [1.229, -1.256, -2.440], [2.215, -4.053, -1.697], [3.094, -2.560, -1.410], [4.331, -4.365, -4.515], [3.693, -5.131, -3.090], [5.944, -3.070, -3.201], [5.983, -4.723, -2.619], [5.144, -3.496, -1.681], [2.176, -1.578, -4.393], [3.553, -2.272, -5.175], [3.822, -0.741, -2.523], [3.857, 0.042, -4.098], [5.103, -1.119, -3.680]]
}

***

Record 2
{
  "formula": "C27H61BN6O6S",
  "method": "wB97M-V/def2-TZVPD",
  "spin_multiplicity": 1,
  "homo_lumo_gap_ev": 8.2,
  "charge": 0,
  "smiles": "[H]/N=C(\\N)NCCCC[C@H]1C[C@@](CCCO)(CB(O)O)[C@](N)(C=C)S(=O)(=O)O1.CCN(CC)CC.CCN(CC)CC",
  "total_energy_ha": -2268.25813,
  "elements": ["C", "C", "C", "N", "C", "C", "C", "C", "O", "C", "B", "O", "O", "C", "C", "C", "C", "C", "C", "N", "C", "N", "N", "O", "S", "O", "O", "H", "H", "H", "H", "H", "H", "H", "H", "H", "H", "H", "H", "H", "H", "H", "H", "H", "H", "H", "H", "H", "H", "H", "H", "H", "H", "H", "H", "H", "H", "H", "C", "C", "N", "C", "C", "C", "C", "H", "H", "H", "H", "H", "H", "H", "H", "H", "H", "H", "H", "H", "H", "H", "C", "C", "N", "C", "C", "C", "C", "H", "H", "H", "H", "H", "H", "H", "H", "H", "H", "H", "H", "H", "H", "H"],
  "xyz": [[3.266, 5.123, 2.921], [2.751, 4.180, 3.825], [1.985, 2.939, 3.193], [2.573, 2.763, 1.825], [2.142, 1.604, 4.087], [1.758, 1.969, 5.599], [0.829, 0.913, 6.329], [1.003, 1.170, 7.913], [1.021, -0.093, 8.607], [3.712, 1.255, 4.114], [4.037, -0.181, 4.776], [3.662, -0.614, 6.079], [4.816, -1.112, 4.005], [1.276, 0.444, 3.453], [-0.232, 0.806, 3.142], [-1.106, -0.404, 2.586], [-0.282, -1.667, 2.114], [0.474, -1.495, 0.724], [-0.218, -0.491, -0.292], [0.185, -0.854, -1.673], [1.359, -0.127, -2.101], [2.563, -0.465, -1.754], [1.187, 1.027, -2.988], [-0.400, 1.894, 2.178], [0.180, 3.315, 2.867], [-0.555, 3.677, 4.123], [0.024, 4.480, 1.929], [4.337, 5.468, 2.916], [2.581, 5.606, 2.164], [2.850, 4.316, 4.933], [1.906, 3.048, 1.102], [2.765, 1.774, 1.643], [2.716, 2.016, 6.206], [1.273, 2.977, 5.717], [1.153, -0.157, 6.178], [-0.274, 1.062, 6.138], [1.892, 1.816, 8.153], [0.078, 1.724, 8.268], [1.964, -0.276, 8.753], [4.182, 1.271, 3.092], [4.255, 2.035, 4.734], [3.314, -1.517, 5.945], [5.178, -0.655, 3.227], [1.747, 0.137, 2.464], [1.256, -0.504, 4.068], [-0.760, 1.162, 4.081], [-1.823, -0.010, 1.811], [-1.759, -0.753, 3.447], [-1.040, -2.500, 1.959], [0.455, -2.063, 2.863], [0.476, -2.522, 0.235], [1.566, -1.230, 0.852], [-1.336, -0.598, -0.203], [0.135, 0.553, -0.028], [0.309, -1.859, -1.800], [3.236, 0.190, -2.174], [1.889, 0.888, -3.721], [0.276, 0.854, -3.442], [-1.872, -3.839, -4.178], [-0.791, -4.664, -4.863], [0.377, -4.904, -4.027], [1.513, -5.446, -4.765], [1.362, -6.834, -5.388], [0.123, -5.523, -2.731], [-0.575, -6.884, -2.717], [-1.470, -2.890, -3.814], [-2.672, -3.615, -4.886], [-2.322, -4.373, -3.338], [-0.476, -4.106, -5.751], [-1.235, -5.600, -5.225], [2.396, -5.445, -4.117], [1.757, -4.740, -5.568], [1.419, -7.623, -4.639], [2.179, -7.009, -6.094], [0.428, -6.943, -5.942], [-0.476, -4.828, -2.134], [1.067, -5.605, -2.181], [-1.423, -6.928, -3.404], [-0.961, -7.086, -1.714], [0.112, -7.694, -2.960], [-2.613, 5.217, -4.487], [-3.834, 4.338, -4.249], [-3.536, 2.913, -4.229], [-4.728, 2.075, -4.280], [-5.699, 2.143, -3.101], [-2.511, 2.484, -3.284], [-2.735, 2.792, -1.803], [-2.096, 4.932, -5.406], [-2.921, 6.260, -4.584], [-1.904, 5.165, -3.658], [-4.536, 4.536, -5.065], [-4.330, 4.665, -3.325], [-4.427, 1.032, -4.428], [-5.282, 2.336, -5.189], [-5.313, 1.616, -2.228], [-6.640, 1.657, -3.372], [-5.935, 3.169, -2.814], [-1.561, 2.938, -3.585], [-2.343, 1.408, -3.398], [-3.097, 3.808, -1.635], [-1.790, 2.692, -1.262], [-3.436, 2.094, -1.346]]
}

***

Record 3
{
  "formula": "C32H44BrMgN3P2",
  "method": "wB97M-V/def2-TZVPD",
  "spin_multiplicity": 1,
  "homo_lumo_gap_ev": 4.0,
  "charge": 2,
  "e_above_lowest_ev": 0.000,
  "total_energy_ha": -4866.17164,
  "elements": ["C", "C", "C", "C", "N", "C", "C", "C", "C", "C", "C", "C", "C", "C", "Mg", "P", "H", "H", "H", "H", "H", "H", "H", "H", "C", "C", "H", "H", "H", "H", "H", "C", "C", "H", "H", "H", "H", "H", "C", "C", "H", "H", "H", "H", "H", "Br", "P", "C", "C", "H", "H", "H", "H", "H", "C", "C", "H", "H", "H", "H", "H", "C", "C", "H", "H", "H", "H", "H", "N", "C", "N", "C", "C", "C", "C", "C", "C", "H", "H", "H", "H", "H", "H"],
  "xyz": [[-0.866, 6.533, -3.239], [-1.191, 5.146, -3.419], [-1.328, 4.720, -4.779], [-1.115, 5.630, -5.844], [-0.802, 6.899, -5.604], [-0.669, 7.366, -4.372], [-1.284, 4.146, -2.333], [-1.230, 3.193, -1.540], [-0.424, 2.194, -0.846], [0.622, 2.572, 0.020], [1.572, 1.636, 0.463], [1.332, 0.275, 0.228], [0.176, -0.116, -0.456], [-0.760, 0.840, -0.891], [-1.597, 1.792, 0.902], [2.414, -1.210, 0.597], [-1.524, 3.688, -5.065], [-0.674, 7.007, -2.280], [-1.188, 5.331, -6.902], [-0.388, 8.432, -4.294], [-1.740, 0.558, -1.311], [0.795, 3.634, 0.060], [0.103, -1.121, -0.870], [2.535, 2.032, 0.755], [2.508, -2.572, 1.843], [3.374, -3.764, 1.479], [1.475, -2.809, 2.148], [2.967, -2.025, 2.684], [3.641, -4.252, 2.415], [2.854, -4.517, 0.877], [4.323, -3.506, 0.986], [2.789, -1.898, -1.014], [3.392, -0.858, -1.947], [1.908, -2.352, -1.462], [3.442, -2.717, -0.775], [3.221, -1.121, -2.998], [2.948, 0.140, -1.793], [4.474, -0.787, -1.854], [3.770, -0.177, 1.149], [5.103, -0.863, 1.304], [3.384, 0.204, 2.109], [3.860, 0.664, 0.453], [5.807, -0.070, 1.588], [5.074, -1.611, 2.108], [5.446, -1.303, 0.353], [-0.689, -1.406, 1.592], [-2.566, -3.244, -1.763], [-0.808, -3.545, -1.380], [-0.298, -4.940, -1.790], [-0.707, -3.379, -0.294], [-0.241, -2.766, -1.902], [0.781, -4.865, -1.970], [-0.426, -5.688, -0.990], [-0.763, -5.302, -2.719], [-3.540, -3.170, -0.235], [-4.816, -4.017, -0.300], [-3.789, -2.117, -0.054], [-2.855, -3.495, 0.550], [-5.218, -4.130, 0.701], [-5.591, -3.514, -0.872], [-4.686, -5.013, -0.718], [-2.678, -1.685, -2.703], [-3.026, -1.818, -4.207], [-1.720, -1.146, -2.566], [-3.503, -1.150, -2.207], [-3.324, -0.826, -4.579], [-2.184, -2.118, -4.850], [-3.879, -2.507, -4.304], [-2.677, 2.292, 4.761], [-2.573, 1.942, 3.453], [-1.286, 1.624, 3.164], [-0.598, 1.521, 4.379], [0.672, 1.026, 4.704], [1.140, 1.280, 6.004], [0.322, 1.945, 6.940], [-1.004, 2.328, 6.634], [-1.461, 2.016, 5.369], [-3.530, 2.618, 5.234], [-3.429, 1.762, 2.788], [1.232, 0.434, 3.978], [2.131, 0.973, 6.336], [0.729, 2.200, 7.915], [-1.672, 2.900, 7.267]]
}

***

Record 4
{
  "formula": "C48H75N6O16",
  "method": "wB97M-V/def2-TZVPD",
  "spin_multiplicity": 1,
  "homo_lumo_gap_ev": 8.3,
  "charge": 1,
  "total_energy_ha": -3406.06522,
  "elements": ["C", "C", "C", "C", "C", "N", "C", "C", "C", "C", "O", "N", "C", "N", "N", "C", "C", "C", "O", "C", "C", "C", "C", "C", "C", "C", "N", "N", "C", "C", "O", "C", "C", "O", "H", "H", "H", "H", "H", "H", "H", "H", "H", "H", "H", "H", "H", "H", "H", "H", "H", "H", "H", "H", "H", "H", "H", "H", "H", "H", "H", "H", "H", "H", "H", "H", "H", "H", "H", "H", "H", "H", "H", "O", "C", "O", "C", "C", "C", "H", "H", "H", "H", "H", "H", "O", "C", "O", "C", "C", "C", "H", "H", "H", "H", "H", "H", "O", "C", "O", "C", "C", "C", "H", "H", "H", "H", "H", "H", "O", "C", "O", "C", "C", "C", "H", "H", "H", "H", "H", "H", "O", "C", "O", "C", "C", "C", "H", "H", "H", "H", "H", "H", "O", "C", "O", "C", "C", "C", "H", "H", "H", "H", "H", "H"],
  "xyz": [[5.370, 3.979, -0.752], [4.692, 3.233, -1.963], [3.731, 2.076, -1.456], [4.473, 0.696, -1.681], [3.534, -0.585, -1.677], [2.265, -0.448, -2.422], [2.058, 0.123, -3.659], [3.044, 0.801, -4.645], [2.902, 2.383, -4.688], [2.151, 2.768, -6.035], [2.138, 4.198, -6.201], [0.746, 0.079, -4.122], [0.081, -0.567, -3.065], [-1.210, -0.851, -3.037], [-1.862, -1.522, -2.022], [-2.018, -0.405, -4.236], [-3.474, -0.985, -4.251], [-3.924, -1.010, -5.787], [-4.304, -0.035, -3.581], [-5.526, -0.614, -3.089], [-6.030, 0.337, -1.938], [-6.019, -0.087, -0.540], [-6.474, 0.879, 0.465], [-6.920, 2.226, 0.077], [-6.955, 2.619, -1.345], [-6.509, 1.665, -2.372], [0.995, -0.857, -2.067], [0.908, -1.438, -0.818], [0.619, -2.859, -0.827], [0.342, -3.750, -2.098], [0.633, -3.423, 0.265], [0.108, -0.662, 0.148], [0.603, 0.805, 0.491], [-0.907, -1.027, 0.668], [4.603, 4.522, -0.135], [6.105, 4.722, -1.172], [5.962, 3.265, -0.114], [4.121, 3.913, -2.640], [5.529, 2.783, -2.576], [3.598, 2.181, -0.339], [2.701, 2.116, -1.895], [5.112, 0.688, -2.598], [5.174, 0.563, -0.806], [4.109, -1.412, -2.186], [3.409, -0.898, -0.613], [4.106, 0.510, -4.464], [2.768, 0.430, -5.674], [2.367, 2.819, -3.808], [3.933, 2.828, -4.772], [1.079, 2.440, -5.941], [2.658, 2.288, -6.912], [1.379, 4.560, -5.718], [-2.137, -2.460, -2.308], [-2.630, -0.984, -1.619], [-2.112, 0.715, -4.118], [-1.483, -0.570, -5.204], [-3.573, -2.039, -3.885], [-3.169, -1.680, -6.299], [-3.805, 0.005, -6.241], [-4.941, -1.450, -5.918], [-6.326, -0.568, -3.885], [-5.414, -1.679, -2.740], [-5.640, -1.109, -0.313], [-6.427, 0.542, 1.531], [-7.227, 2.929, 0.882], [-7.303, 3.652, -1.599], [-6.514, 1.989, -3.439], [-0.550, -4.420, -1.948], [1.218, -4.462, -2.180], [0.299, -3.212, -3.077], [1.334, 1.129, -0.294], [-0.309, 1.453, 0.345], [0.982, 0.895, 1.533], [6.948, 6.959, -2.267], [6.140, 6.919, -3.151], [5.367, 5.831, -3.417], [4.591, 6.072, -4.601], [4.526, 7.580, -4.735], [5.858, 8.016, -4.149], [5.093, 5.600, -5.450], [3.602, 5.629, -4.487], [4.366, 7.915, -5.759], [3.711, 7.972, -4.121], [6.651, 8.024, -4.900], [5.786, 8.983, -3.656], [3.360, -5.776, -2.935], [3.224, -6.522, -2.001], [3.331, -7.867, -2.092], [3.007, -8.461, -0.827], [3.224, -7.364, 0.194], [2.868, -6.113, -0.592], [1.968, -8.801, -0.857], [3.653, -9.320, -0.650], [2.633, -7.497, 1.100], [4.278, -7.328, 0.482], [1.801, -5.884, -0.546], [3.455, -5.253, -0.273], [-0.229, -0.423, 6.756], [-0.692, -0.843, 5.733], [-1.771, -0.296, 5.113], [-2.132, -1.101, 3.980], [-0.878, -1.870, 3.623], [-0.214, -2.057, 4.976], [-2.955, -1.760, 4.270], [-2.464, -0.459, 3.164], [-1.080, -2.804, 3.100], [-0.239, -1.259, 2.983], [-0.571, -2.956, 5.485], [0.871, -2.067, 4.896], [-8.302, -2.036, -0.022], [-7.881, -2.599, 0.948], [-6.557, -2.683, 1.262], [-6.391, -3.515, 2.421], [-7.732, -3.492, 3.125], [-8.705, -3.350, 1.966], [-6.112, -4.519, 2.092], [-5.593, -3.115, 3.047], [-7.909, -4.372, 3.742], [-7.798, -2.611, 3.768], [-8.987, -4.319, 1.549], [-9.589, -2.782, 2.248], [2.568, 2.507, 1.709], [3.214, 3.067, 2.558], [3.836, 2.423, 3.571], [4.423, 3.383, 4.465], [4.589, 4.642, 3.641], [3.414, 4.557, 2.684], [3.749, 3.526, 5.313], [5.376, 3.005, 4.834], [4.604, 5.551, 4.241], [5.525, 4.596, 3.077], [2.510, 5.002, 3.106], [3.646, 5.004, 1.719], [-2.215, -3.819, 8.114], [-2.262, -3.036, 9.024], [-3.094, -3.165, 10.089], [-2.979, -2.009, 10.932], [-1.625, -1.413, 10.606], [-1.463, -1.762, 9.137], [-3.800, -1.326, 10.700], [-3.054, -2.309, 11.977], [-1.563, -0.344, 10.814], [-0.848, -1.914, 11.190], [-1.906, -1.006, 8.487], [-0.421, -1.929, 8.875]]
}

***

no.,HOMO (eV),F_max (Eh/bohr)
1,-9.5,0.03079
2,-8.0,0.10161
3,-11.3,0.06057
4,-10.5,0.08138